# 1
The following is a DFT calculation (wB97M-V/def2-TZVPD) of a cluster of 3 separate species, C19H26N3O7P in total.

Cartesian coordinates (Å):
C1 6.96924 -0.49165 1.59989
C2 6.05386 -0.29433 0.37869
C3 5.18155 0.95279 0.50651
N1 4.56314 1.40945 -0.74314
C4 3.68338 0.48923 -1.35264
C5 4.02384 -0.13232 -2.58627
C6 3.18969 -1.02449 -3.18493
C7 1.96190 -1.36671 -2.57485
N2 1.14256 -2.26781 -3.17138
C8 0.02097 -2.54130 -2.56135
C9 -0.33010 -1.92396 -1.33632
P1 -1.92732 -2.31128 -0.57885
O1 -2.68791 -3.27216 -1.37849
O2 -2.61517 -0.87296 -0.39409
O3 -1.62269 -2.74222 0.90106
N3 0.43797 -1.04635 -0.74153
C10 1.61695 -0.75109 -1.34832
C11 2.48680 0.18947 -0.76015
H1 8.01052 -0.59126 1.29818
H2 6.71558 -1.40185 2.14052
H3 6.89534 0.34552 2.29319
H4 5.40536 -1.16315 0.26011
H5 6.64675 -0.21358 -0.53543
H6 4.37020 0.76588 1.21211
H7 5.76341 1.78470 0.90511
H8 5.28696 1.66883 -1.40198
H9 4.97427 0.12129 -3.04094
H10 3.44974 -1.49820 -4.12152
H11 -0.65834 -3.25709 -3.00603
H12 -2.21811 -0.25562 -1.01674
H13 -2.01923 -2.14249 1.56370
H14 2.19053 0.67240 0.16132
O4 1.08495 3.94537 -0.85912
C12 -0.10693 3.89686 -0.87925
O5 -0.87398 4.99539 -1.10016
C13 -2.26758 4.67149 -0.97755
C14 -2.35224 3.16724 -1.21674
C15 -1.00791 2.69322 -0.66721
H15 -2.59764 4.94731 0.02649
H16 -2.81415 5.26531 -1.70576
H17 -3.21738 2.71115 -0.73937
H18 -2.40832 2.96834 -2.28810
H19 -1.05182 2.48123 0.40252
H20 -0.59742 1.82693 -1.18138
O6 -3.11390 -1.64569 2.90851
C16 -4.31350 -1.56985 2.87787
O7 -4.94574 -0.42709 2.57139
C17 -6.37393 -0.59755 2.68070
C18 -6.60476 -2.09969 2.55074
C19 -5.32126 -2.66230 3.15802
H21 -6.68478 -0.21101 3.65310
H22 -6.83879 -0.00657 1.89661
H23 -7.51604 -2.42937 3.04383
H24 -6.66545 -2.37487 1.49762
H25 -5.38806 -2.78518 4.24105
H26 -4.98499 -3.59835 2.72077

Calculated values
Molecular weight   439.4 g mol⁻¹
Frontier orbital gap   0.29303 Eh
HOMO   -0.3053 hartree
SMILES   CCCNc1ccc2ncc(P(=O)(O)O)nc2c1.O=C1CCCO1.O=C1CCCO1
Total energy   -1772.04440 hartree
Strongest force on any atom   0.48 eV/A

Results of the Löwdin charge analysis, in e, for atoms 1 through 4:
1. C -0.102
2. C -0.241
3. C -0.225
4. N 0.006

---

# 2
The following is a DFT calculation (wB97M-V/def2-TZVPD) of a cluster of 2 separate species, C2H6Br3NSi in total at a distorted geometry.

Cartesian coordinates (Å):
C1 0.39135 -0.13743 -1.33658
C2 1.10758 -0.59739 0.83943
N1 0.27908 0.28753 0.06171
Si1 -1.21222 0.97836 0.65122
Br1 -1.67120 2.70291 -0.49753
Br2 -1.13895 1.26184 2.86110
Br3 -3.01902 -1.49612 -0.47400
H1 1.41527 0.10111 -1.74199
H2 0.23646 -1.17411 -1.47613
H3 -0.39458 0.39005 -2.02497
H4 1.50035 -0.03852 1.79127
H5 0.56915 -1.41599 1.08478
H6 1.93673 -0.86224 0.26168

Calculated values
Molecular weight   311.9 g mol⁻¹
Frontier orbital gap   0.25764 Eh
HOMO   -0.3315 hartree
Total energy   -8146.15251 hartree
Strongest force on any atom   4.85 eV/A

Results of the Löwdin charge analysis, in e, for atoms 1 through 4:
1. C -0.178
2. C -0.149
3. N -0.409
4. Si -0.272

---

# 3
The following is a DFT calculation (wB97M-V/def2-TZVPD) of the ion C10H11N2 with charge +1 at a distorted geometry.

Cartesian coordinates (Å):
C1 -2.91938 -0.86454 0.07457
C2 -1.92847 -1.60472 -0.56546
C3 -2.68026 0.45511 0.45042
C4 -0.68962 -1.05164 -0.78683
C5 -1.44810 1.02508 0.23346
C6 -0.40135 0.27014 -0.35710
C7 2.01538 0.01376 -1.02413
C8 2.10558 -1.47874 0.71115
C9 0.90536 0.78788 -0.47614
C10 1.27814 2.17086 -0.12845
N1 2.53284 -1.02092 -0.50698
N2 1.64083 -0.67710 1.56349
H1 -3.88067 -1.31570 0.27048
H2 -2.13686 -2.61320 -0.88677
H3 -3.46945 1.02382 0.91809
H4 0.07008 -1.62892 -1.29166
H5 -1.28070 2.04840 0.52595
H6 2.50250 0.41430 -1.91000
H7 2.29336 -2.54642 0.84203
H8 0.88929 2.45032 0.84987
H9 0.84276 2.86022 -0.85766
H10 2.36022 2.30343 -0.13229
H11 1.39853 -1.02142 2.48396

Calculated values
Net charge   +1
Molecular weight   159.2 g mol⁻¹
Frontier orbital gap   0.28512 Eh
HOMO   -0.5098 hartree
Energy relative to the best compared isomer or geometry (same formula, charge and spin)   2.2085 eV
Total energy   -496.84748 hartree
Strongest force on any atom   1.57 eV/A

Results of the Löwdin charge analysis, in e, for atoms 1 through 4:
1. C 0.003
2. C -0.027
3. C -0.028
4. C 0.017

---

# 4
The following is a DFT calculation (wB97M-V/def2-TZVPD) of a structure of composition C6H18AsBiF11N4OTe.

Cartesian coordinates (Å):
Bi1 0.29234 0.27246 -0.69115
N1 -0.13278 0.12814 1.56980
C1 -1.54911 -0.07994 1.93033
C2 -2.17161 -1.21181 1.11085
N2 -1.85705 -1.15578 -0.33423
C3 -2.84634 -0.41474 -1.15564
C4 -2.97648 1.05694 -0.79180
N3 -1.66626 1.73921 -0.87634
C5 -1.54400 -2.46585 -0.91714
C6 -0.15461 -3.02145 -0.54218
N4 0.90876 -2.27549 -1.16961
H1 0.48061 -0.59645 1.94735
H2 0.22847 1.00214 1.96971
H3 -2.06534 0.86628 1.78670
H4 -1.63101 -0.32525 2.98974
H5 -3.25696 -1.18990 1.24337
H6 -1.82575 -2.17150 1.49517
H7 -3.82982 -0.88485 -1.05387
H8 -2.54671 -0.51917 -2.20076
H9 -3.37945 1.18119 0.21051
H10 -3.69488 1.51285 -1.47321
H11 -1.53845 2.45818 -0.16512
H12 -1.56317 2.22508 -1.76667
H13 -1.61003 -2.38598 -2.00321
H14 -2.29042 -3.20028 -0.60155
H15 -0.12713 -4.06118 -0.88825
H16 0.00888 -3.03229 0.53570
H17 1.02584 -2.44503 -2.16826
H18 1.82853 -2.26356 -0.71288
F1 2.16959 -0.42234 0.31158
As1 3.98208 -0.18216 -0.49443
F2 4.54144 -0.91019 0.92848
F3 3.60624 -1.76460 -1.13352
F4 5.43145 0.01420 -1.29370
F5 2.97122 0.45407 -1.78120
F6 3.95188 1.34133 0.26397
F7 1.20046 4.85353 0.32989
Te1 1.92155 3.23239 0.82087
F8 2.17481 1.70405 1.88709
F9 3.07308 4.01508 1.99531
F10 0.34406 3.21576 1.86281
F11 3.12085 3.54036 -0.53275
O1 0.99524 2.16658 -0.44176

Calculated values
<S²>   0.7629
Net charge   +2
Molecular weight   782.7 g mol⁻¹
Multiplicity   2
Frontier orbital gap (alpha / beta)   0.38004 / 0.22018 Eh
HOMO (alpha / beta)   -0.6524 / -0.6598 hartree
Energy relative to the best compared isomer or geometry (same formula, charge and spin)   1.1973 eV
Total energy   -4350.06955 hartree
Strongest force on any atom   0.81 eV/A

Results of the Löwdin charge analysis, in e, for atoms 1 through 4:
1. Bi 1.974
2. N -0.047
3. C -0.158
4. C -0.125

---

# 5
The following is a DFT calculation (wB97M-V/def2-TZVPD) of the ion C5HN2O2 with charge -1 at a distorted geometry.

Cartesian coordinates (Å):
C1 -0.72513 -0.03731 0.41683
C2 -0.51765 0.80678 -0.59646
C3 -1.63669 0.77082 1.55560
C4 0.21996 1.44801 -1.59074
C5 1.19984 1.22395 -2.77183
N1 -2.01737 -0.31437 1.04885
N2 -1.07913 1.72737 -1.51166
O1 0.65304 0.16468 -3.23943
O2 2.16513 1.94626 -3.05516
H1 0.22046 -0.65242 0.67856

Calculated values
<S²>   2.0327
Net charge   -1
Molecular weight   121.1 g mol⁻¹
Multiplicity   3
Frontier orbital gap (alpha / beta)   0.22189 / 0.19957 Eh
HOMO (alpha / beta)   -0.0751 / -0.1836 hartree
Total energy   -450.89013 hartree
Strongest force on any atom   6.08 eV/A

Results of the Löwdin charge analysis, in e, for atoms 1 through 4:
1. C -0.285
2. C -0.243
3. C 0.010
4. C -0.153

---

Question: The highest total energy belongs to which entry?
Answer: C5HN2O2

---

Question: What is the formula in the third record?
Answer: C10H11N2

---

Question: Which value of total energy does entry 2 give?
Answer: -8146.15251 hartree